Computed, not measured: a cluster of 15 separate species, C45H90O45 in total in a non-equilibrium geometry, with ωB97M-V with the def2-TZVPD basis set.

As for the LUMO energy: 0.274 eV. The relative energy (zero: lowest compared OMol25 entry of this formula, charge and spin) comes out at 180.8 kcal per mole. Its HOMO-LUMO gap is 0.395 Ha. Its multiplicity is 1.

Each atom is followed by the atoms it is bonded to, with distances in Å.
Positions of all 180 atoms, in Å:
1 C 1.390 5.526 -1.193  O2 1.462, H7 1.090, H8 1.090, H9 1.090
2 O 0.710 4.810 -2.272  C1 1.462, C3 1.308
3 C 0.639 5.269 -3.495  O2 1.308, O4 1.247, O5 1.317
4 O 1.045 6.413 -3.777  C3 1.247
5 O 0.070 4.408 -4.313  C3 1.317, C6 1.474
6 C 0.256 4.506 -5.772  O5 1.474, H10 1.090, H11 1.090, H12 1.090
7 H 0.997 5.090 -0.274  C1 1.090
8 H 1.298 6.605 -1.315  C1 1.090
9 H 2.452 5.297 -1.285  C1 1.090
10 H -0.202 5.438 -6.104  C6 1.090
11 H -0.338 3.715 -6.230  C6 1.090
12 H 1.255 4.632 -6.190  C6 1.090
13 C -0.079 0.586 4.322  O14 1.409, H19 1.090, H20 1.090, H21 1.090
14 O -1.420 0.222 4.083  C13 1.409, C15 1.399
15 C -2.289 1.294 3.857  O14 1.399, O16 1.248, O17 1.326
16 O -2.092 2.522 3.971  C15 1.248
17 O -3.476 0.779 3.567  C15 1.326, C18 1.406
18 C -4.544 1.638 3.253  O17 1.406, H22 1.090, H23 1.090, H24 1.090
19 H 0.415 0.656 3.353  C13 1.090
20 H 0.388 -0.322 4.703  C13 1.090
21 H 0.092 1.536 4.827  C13 1.090
22 H -5.201 1.186 2.510  C18 1.090
23 H -4.269 2.549 2.721  C18 1.090
24 H -5.041 2.048 4.132  C18 1.090
25 C -1.435 -2.789 -3.049  O26 1.463, H31 1.090, H32 1.090, H33 1.090
26 O -1.913 -2.825 -1.667  C25 1.463, C27 1.348
27 C -1.169 -3.154 -0.592  O26 1.348, O28 1.190, O29 1.356
28 O -0.132 -3.737 -0.599  C27 1.190
29 O -1.997 -3.017 0.473  C27 1.356, C30 1.456
30 C -1.488 -3.273 1.812  O29 1.456, H34 1.090, H35 1.090, H36 1.090
31 H -1.716 -1.818 -3.458  C25 1.090
32 H -2.087 -3.444 -3.627  C25 1.090
33 H -0.419 -3.155 -3.193  C25 1.090
34 H -0.832 -4.143 1.841  C30 1.090
35 H -2.376 -3.361 2.438  C30 1.090
36 H -0.989 -2.405 2.244  C30 1.090
37 C 7.797 -2.056 2.650  O38 1.426, H43 1.090, H44 1.090, H45 1.090
38 O 8.464 -3.302 2.845  C37 1.426, C39 1.348
39 C 9.303 -3.990 2.046  O38 1.348, O40 1.221, O41 1.340
40 O 9.996 -4.942 2.369  C39 1.221
41 O 9.498 -3.242 0.951  C39 1.340, C42 1.394
42 C 10.621 -3.460 0.154  O41 1.394, H46 1.090, H47 1.090, H48 1.090
43 H 7.066 -1.668 3.359  C37 1.090
44 H 7.210 -2.241 1.750  C37 1.090
45 H 8.499 -1.232 2.525  C37 1.090
46 H 10.996 -2.562 -0.337  C42 1.090
47 H 10.427 -4.172 -0.648  C42 1.090
48 H 11.430 -3.927 0.715  C42 1.090
49 C -7.804 -5.607 3.366  O50 1.455, H55 1.090, H56 1.090, H57 1.090
50 O -6.605 -4.877 2.984  C49 1.455, C51 1.280
51 C -6.310 -3.835 3.667  O50 1.280, O52 1.227, O53 1.383
52 O -6.889 -3.420 4.666  C51 1.227
53 O -5.197 -3.338 3.013  C51 1.383, C54 1.419
54 C -4.651 -2.173 3.612  O53 1.419, H58 1.090, H59 1.090, H60 1.090
55 H -7.721 -6.164 4.299  C49 1.090
56 H -7.914 -6.412 2.640  C49 1.090
57 H -8.708 -5.033 3.161  C49 1.090
58 H -3.831 -2.380 4.301  C54 1.090
59 H -5.300 -1.677 4.334  C54 1.090
60 H -4.431 -1.526 2.763  C54 1.090
61 C -3.707 -1.344 -6.532  O62 1.437, H67 1.090, H68 1.090, H69 1.090
62 O -4.222 -0.110 -6.007  C61 1.437, C63 1.437
63 C -3.953 0.310 -4.660  O62 1.437, O64 1.234, O65 1.335
64 O -3.660 -0.386 -3.683  C63 1.234
65 O -3.967 1.644 -4.619  C63 1.335, C66 1.466
66 C -3.976 2.470 -3.409  O65 1.466, H70 1.090, H71 1.090, H72 1.090
67 H -4.088 -2.278 -6.119  C61 1.090
68 H -2.619 -1.328 -6.459  C61 1.090
69 H -3.892 -1.423 -7.603  C61 1.090
70 H -3.023 2.394 -2.884  C66 1.090
71 H -4.727 2.095 -2.714  C66 1.090
72 H -4.124 3.477 -3.798  C66 1.090
73 C 3.578 2.897 1.028  O74 1.404, H79 1.090, H80 1.090, H81 1.090
74 O 3.480 3.432 2.322  C73 1.404, C75 1.352
75 C 2.323 3.862 2.875  O74 1.352, O76 1.185, O77 1.329
76 O 1.244 3.890 2.388  C75 1.185
77 O 2.556 4.380 4.076  C75 1.329, C78 1.459
78 C 1.497 5.110 4.766  O77 1.459, H82 1.090, H83 1.090, H84 1.090
79 H 3.250 3.524 0.199  C73 1.090
80 H 2.911 2.051 0.865  C73 1.090
81 H 4.570 2.463 0.903  C73 1.090
82 H 0.656 4.420 4.835  C78 1.090
83 H 1.199 5.982 4.183  C78 1.090
84 H 1.722 5.467 5.771  C78 1.090
85 C -1.373 5.029 1.462  O86 1.394, H91 1.090, H92 1.090, H93 1.090
86 O -2.348 4.739 0.509  C85 1.394, C87 1.371
87 C -3.538 5.416 0.435  O86 1.371, O88 1.232, O89 1.307
88 O -3.804 6.452 1.047  C87 1.232
89 O -4.245 4.843 -0.503  C87 1.307, C90 1.429
90 C -5.615 5.190 -0.717  O89 1.429, H94 1.090, H95 1.090, H96 1.090
91 H -1.361 6.117 1.533  C85 1.090
92 H -0.451 4.562 1.114  C85 1.090
93 H -1.606 4.670 2.464  C85 1.090
94 H -6.211 5.130 0.194  C90 1.090
95 H -6.026 4.326 -1.239  C90 1.090
96 H -5.846 6.123 -1.232  C90 1.090
97 C 2.228 -4.355 1.969  O98 1.401, H103 1.090, H104 1.090, H105 1.090
98 O 2.344 -3.923 3.298  C97 1.401, C99 1.404
99 C 3.316 -2.975 3.657  O98 1.404, O100 1.222, O101 1.351
100 O 4.083 -2.397 2.902  C99 1.222
101 O 3.298 -2.771 4.992  C99 1.351, C102 1.424
102 C 3.979 -1.623 5.487  O101 1.424, H106 1.090, H107 1.090, H108 1.090
103 H 1.483 -3.747 1.456  C97 1.090
104 H 1.848 -5.376 1.995  C97 1.090
105 H 3.121 -4.347 1.345  C97 1.090
106 H 4.659 -1.123 4.798  C102 1.090
107 H 4.570 -1.942 6.346  C102 1.090
108 H 3.165 -0.964 5.792  C102 1.090
109 C -1.229 1.719 0.475  O110 1.379, H115 1.090, H116 1.090, H117 1.090
110 O -0.139 0.926 0.767  C109 1.379, C111 1.345
111 C 0.470 0.298 -0.254  O110 1.345, O112 1.238, O113 1.371
112 O 0.057 0.185 -1.416  C111 1.238
113 O 1.534 -0.380 0.280  C111 1.371, C114 1.418
114 C 2.254 -1.322 -0.499  O113 1.418, H118 1.090, H119 1.090, H120 1.090
115 H -1.044 2.561 -0.192  C109 1.090
116 H -1.584 2.181 1.395  C109 1.090
117 H -1.951 1.149 -0.109  C109 1.090
118 H 1.545 -2.083 -0.826  C114 1.090
119 H 3.096 -1.810 -0.008  C114 1.090
120 H 2.680 -0.765 -1.332  C114 1.090
121 C 3.931 -3.084 -4.936  O122 1.399, H127 1.090, H128 1.090, H129 1.090
122 O 3.419 -3.670 -6.099  C121 1.399, C123 1.373
123 C 3.988 -4.801 -6.631  O122 1.373, O124 1.199, O125 1.298
124 O 4.932 -5.408 -6.211  C123 1.199
125 O 3.474 -4.966 -7.812  C123 1.298, C126 1.402
126 C 4.092 -5.759 -8.790  O125 1.402, H130 1.090, H131 1.090, H132 1.090
127 H 5.014 -3.176 -4.858  C121 1.090
128 H 3.485 -3.558 -4.062  C121 1.090
129 H 3.726 -2.031 -4.746  C121 1.090
130 H 4.966 -5.272 -9.221  C126 1.090
131 H 3.347 -6.025 -9.540  C126 1.090
132 H 4.321 -6.745 -8.387  C126 1.090
133 C -4.517 5.378 3.746  O134 1.515, H139 1.090, H140 1.090, H141 1.090
134 O -5.693 4.481 3.421  C133 1.515, C135 1.292
135 C -6.890 4.966 3.388  O134 1.292, O136 1.287, O137 1.379
136 O -7.201 6.214 3.432  C135 1.287
137 O -7.791 3.927 3.285  C135 1.379, C138 1.418
138 C -9.178 4.093 3.529  O137 1.418, H142 1.090, H143 1.090, H144 1.090
139 H -4.687 6.225 3.081  C133 1.090
140 H -3.567 4.875 3.568  C133 1.090
141 H -4.383 5.582 4.808  C133 1.090
142 H -9.813 3.441 2.929  C138 1.090
143 H -9.517 5.129 3.514  C138 1.090
144 H -9.532 3.952 4.550  C138 1.090
145 C 5.917 -3.107 -0.260  O146 1.491, H151 1.090, H152 1.090, H153 1.090
146 O 6.148 -4.561 -0.018  C145 1.491, C147 1.350
147 C 6.592 -5.295 -1.060  O146 1.350, O148 1.231, O149 1.295
148 O 6.892 -4.872 -2.177  C147 1.231
149 O 6.714 -6.548 -0.759  C147 1.295, C150 1.381
150 C 7.202 -7.431 -1.703  O149 1.381, H154 1.090, H155 1.090, H156 1.090
151 H 5.267 -3.048 -1.133  C145 1.090
152 H 6.835 -2.544 -0.424  C145 1.090
153 H 5.334 -2.612 0.516  C145 1.090
154 H 7.991 -6.975 -2.302  C150 1.090
155 H 6.438 -7.895 -2.327  C150 1.090
156 H 7.775 -8.205 -1.191  C150 1.090
157 C 1.745 1.614 -3.571  O158 1.443, H163 1.090, H164 1.090, H165 1.090
158 O 2.862 1.020 -2.877  C157 1.443, C159 1.305
159 C 4.004 1.629 -2.721  O158 1.305, O160 1.274, O161 1.405
160 O 4.233 2.844 -3.031  C159 1.274
161 O 4.866 0.746 -2.050  C159 1.405, C162 1.436
162 C 6.194 1.237 -1.810  O161 1.436, H166 1.090, H167 1.090, H168 1.090
163 H 1.313 2.300 -2.842  C157 1.090
164 H 1.110 0.736 -3.691  C157 1.090
165 H 2.056 2.221 -4.421  C157 1.090
166 H 6.326 2.304 -1.989  C162 1.090
167 H 6.905 0.766 -2.488  C162 1.090
168 H 6.484 1.051 -0.776  C162 1.090
169 C -8.527 1.116 1.293  O170 1.396, H175 1.090, H176 1.090, H177 1.090
170 O -7.445 0.239 1.204  C169 1.396, C171 1.300
171 C -6.512 0.339 0.305  O170 1.300, O172 1.259, O173 1.359
172 O -6.419 1.268 -0.539  C171 1.259
173 O -5.742 -0.781 0.353  C171 1.359, C174 1.438
174 C -4.749 -0.991 -0.667  O173 1.438, H178 1.090, H179 1.090, H180 1.090
175 H -8.765 1.363 2.327  C169 1.090
176 H -9.300 0.637 0.691  C169 1.090
177 H -8.279 2.056 0.799  C169 1.090
178 H -5.013 -1.487 -1.601  C174 1.090
179 H -3.981 -1.624 -0.223  C174 1.090
180 H -4.229 -0.041 -0.788  C174 1.090

Löwdin population analysis, charges in e, atoms 1 to 2: 0.02, -0.01